# 1
Below is the molecule C5H8O2, with properties calculated with the ωB97M-V functional and the def2-TZVPD basis.

Geometry (Å):
C 1.563 0.233 -1.195
C 1.024 -0.356 0.082
O 1.840 -0.892 0.816
C -0.393 -0.370 0.551
O -0.562 -1.255 1.605
C -1.589 -0.157 -0.322
C -1.158 0.936 0.611
H 2.425 -0.422 -1.325
H 0.898 0.255 -2.066
H 1.968 1.237 -1.035
H 0.333 -1.354 1.978
H -2.454 -0.747 -0.036
H -1.461 -0.014 -1.392
H -0.714 1.837 0.197
H -1.721 1.068 1.530

Largest force on an atom in eV Å⁻¹: 0.698
SMILES string: CC(=O)C1(O)CC1
Kohn-Sham gap in eV: 10.61
ΔE to the lowest compared entry with this formula, charge and spin in eV: 1.227
Total energy in eV: -9408.6055

=====

# 2
Below is a 8-piece molecular cluster, C52H50N8O18 overall at a distorted geometry, with properties calculated with the ωB97M-V functional and the def2-TZVPD basis.

Geometry (Å):
C -1.958 -1.581 1.529
C -1.506 -3.021 1.443
N -2.163 -3.902 0.808
C -0.197 -3.394 2.092
C 0.922 -3.425 1.042
C 1.793 -4.663 0.958
O 1.450 -5.764 0.587
O 3.052 -4.333 1.330
C 3.239 -2.925 1.257
C 1.903 -2.222 0.994
C 1.817 -1.610 -0.379
C 2.716 -0.377 -0.544
C 2.742 0.222 -1.917
O 3.152 1.351 -2.128
O 2.318 -0.533 -2.965
H -3.037 -1.564 1.598
H -1.517 -1.035 2.350
H -1.689 -1.096 0.597
H -3.007 -3.486 0.421
H 0.001 -2.639 2.841
H -0.346 -4.354 2.567
H 0.405 -3.437 0.092
H 4.029 -2.669 0.558
H 3.640 -2.634 2.221
H 1.761 -1.511 1.791
H 0.796 -1.299 -0.587
H 2.086 -2.353 -1.126
H 2.367 0.382 0.143
H 3.725 -0.606 -0.221
H 1.633 -1.155 -2.707
C 4.878 0.382 -5.248
C 5.731 0.890 -6.219
C 6.328 0.039 -7.135
C 6.054 -1.314 -7.063
C 5.212 -1.840 -6.101
C 4.623 -0.981 -5.188
N 6.673 -2.219 -8.044
O 7.425 -1.733 -8.862
O 6.396 -3.397 -7.975
H 4.407 1.045 -4.535
H 5.931 1.952 -6.265
H 6.992 0.426 -7.893
H 5.017 -2.901 -6.062
H 3.963 -1.367 -4.430
C -8.510 -1.699 4.122
C -8.933 -0.631 3.340
C -8.189 -0.242 2.241
C -7.031 -0.935 1.942
C -6.590 -1.999 2.710
C -7.340 -2.380 3.808
N -6.250 -0.538 0.766
O -6.637 0.407 0.113
O -5.249 -1.177 0.504
H -9.097 -2.005 4.977
H -9.841 -0.103 3.584
H -8.515 0.584 1.628
H -5.683 -2.525 2.457
H -7.013 -3.210 4.418
C 6.703 4.506 -3.408
C 7.689 4.968 -2.544
C 7.743 4.502 -1.242
C 6.804 3.574 -0.828
C 5.816 3.103 -1.671
C 5.767 3.579 -2.970
N 6.864 3.064 0.548
O 7.734 3.494 1.276
O 6.048 2.226 0.878
H 6.664 4.873 -4.425
H 8.415 5.691 -2.886
H 8.504 4.858 -0.563
H 5.087 2.384 -1.331
H 4.994 3.224 -3.638
C 9.705 -1.569 -0.289
C 9.537 -2.641 0.579
C 8.438 -2.690 1.418
C 7.519 -1.658 1.369
C 7.668 -0.580 0.518
C 8.774 -0.539 -0.316
N 6.340 -1.709 2.242
O 6.236 -2.650 3.000
O 5.527 -0.812 2.147
H 10.563 -1.537 -0.946
H 10.263 -3.441 0.599
H 8.300 -3.519 2.095
H 6.939 0.217 0.504
H 8.907 0.296 -0.989
C 4.076 4.295 5.423
C 4.824 3.505 4.560
C 4.225 2.455 3.885
C 2.878 2.219 4.088
C 2.116 2.990 4.946
C 2.725 4.035 5.618
N 2.242 1.119 3.355
O 2.952 0.455 2.632
O 1.049 0.937 3.509
H 4.547 5.117 5.946
H 5.874 3.709 4.409
H 4.798 1.836 3.210
H 1.066 2.782 5.088
H 2.146 4.650 6.292
C -4.101 -0.058 -2.609
C -5.088 0.916 -2.683
C -5.135 1.771 -3.773
C -4.191 1.634 -4.773
C -3.198 0.674 -4.716
C -3.158 -0.176 -3.623
N -4.248 2.530 -5.938
O -5.115 3.378 -5.955
O -3.423 2.370 -6.813
H -4.073 -0.725 -1.759
H -5.818 1.002 -1.892
H -5.898 2.531 -3.839
H -2.470 0.587 -5.508
H -2.391 -0.936 -3.565
C -16.004 1.038 4.046
C -15.964 -0.200 3.420
C -14.797 -0.634 2.814
C -13.685 0.186 2.849
C -13.706 1.424 3.463
C -14.878 1.850 4.065
N -12.440 -0.278 2.222
O -12.449 -1.357 1.674
O -11.464 0.446 2.294
H -16.917 1.372 4.522
H -16.842 -0.830 3.405
H -14.757 -1.595 2.324
H -12.826 2.049 3.474
H -14.912 2.815 4.550

Largest force on an atom in eV Å⁻¹: 1.661
SMILES string: [H]/N=C(\C)C[C@@H]1C(=O)OC[C@H]1CCC(=O)O.O=[N+]([O-])c1ccccc1.O=[N+]([O-])c1ccccc1.O=[N+]([O-])c1ccccc1.O=[N+]([O-])c1ccccc1.O=[N+]([O-])c1ccccc1.O=[N+]([O-])c1ccccc1.O=[N+]([O-])c1ccccc1
Kohn-Sham gap in eV: 8.94
ΔE to the lowest compared entry with this formula, charge and spin in eV: 0.000
Total energy in eV: -103492.4003

=====

no.,HOMO level (eV)
1,-9.65
2,-9.81